The following is a quantum chemistry calculation of a cluster of 2 separate species, C32H57Cl2F5N3O8PS in total at a distorted geometry, from OMol25.

* LUMO level: -0.038 hartree
* SMILES string: C=C[C@@](O[C@@](CC)(N(C(C)=O)C(C)=O)[C@](CCCC(F)(F)C(F)(F)F)(ON=O)O[C@@H](CC)[PH2]=S)([C@H](C)CC)[C@H](Cl)[C@@H](C)Cl.COCCNCCOC
* electronic energy: -4178.35504 a.u.
* frontier orbital gap: 6.5206 eV

Cartesian coordinates (Å):
C -2.67 -1.39 -0.88
C -3.50 -1.00 0.23
C -3.00 -0.77 1.79
O -1.75 -1.35 1.85
C -0.60 -1.21 2.60
C -0.23 0.14 3.36
C -1.22 0.60 4.56
N -0.42 -2.33 3.54
C -0.81 -3.67 3.28
C -0.06 -4.83 2.44
O -1.82 -4.15 3.89
C 0.22 -2.21 4.82
C -0.67 -2.37 6.17
O 1.44 -2.02 5.08
C 0.62 -1.42 1.46
C 1.09 -0.06 0.77
C -0.03 0.80 0.02
C 0.06 2.40 0.30
C 1.51 3.01 0.09
F 2.25 3.07 1.33
F 2.29 2.38 -0.90
C 1.30 4.57 -0.31
F 2.40 5.36 0.14
F 0.19 5.04 0.46
F 1.03 4.75 -1.67
O 0.05 -2.35 0.52
N 0.48 -2.23 -0.75
O 0.36 -3.28 -1.30
O 1.81 -1.85 2.14
C 2.61 -2.83 1.50
C 3.66 -2.33 0.39
C 4.42 -3.67 -0.15
P 3.71 -3.55 2.92
S 4.63 -2.07 3.85
C -3.24 0.82 1.95
C -4.23 1.27 3.14
C -3.72 1.60 0.61
C -3.75 3.22 0.84
C -4.14 -1.70 2.50
Cl -4.00 -1.84 4.32
C -4.45 -3.13 1.91
C -5.83 -3.16 1.03
Cl -3.24 -4.11 1.01
H -2.54 -2.50 -1.17
H -2.13 -0.61 -1.51
H -4.63 -0.92 0.03
H -0.26 1.09 2.69
H 0.86 0.18 3.75
H -1.79 1.57 4.31
H -0.51 0.91 5.42
H -1.87 -0.22 4.98
H -0.27 -4.77 1.32
H -0.42 -5.88 2.77
H 1.05 -4.81 2.71
H -0.25 -1.76 7.03
H -1.77 -2.16 5.99
H -0.60 -3.48 6.47
H 1.62 0.66 1.49
H 1.91 -0.26 -0.01
H 0.15 0.70 -1.12
H -1.10 0.52 0.28
H -0.44 2.69 1.29
H -0.60 2.87 -0.52
H 2.09 -3.75 1.06
H 3.15 -1.93 -0.56
H 4.38 -1.57 0.83
H 4.25 -3.78 -1.29
H 5.55 -3.58 -0.01
H 3.99 -4.63 0.30
H 4.66 -4.51 2.45
H 2.87 -4.26 3.86
H -2.28 1.42 2.18
H -4.30 2.40 3.29
H -5.32 0.92 2.97
H -3.91 0.88 4.17
H -4.79 1.36 0.29
H -2.95 1.53 -0.24
H -3.57 3.75 -0.17
H -4.77 3.53 1.27
H -2.87 3.50 1.52
H -5.12 -1.12 2.31
H -4.75 -3.79 2.82
H -6.63 -2.47 1.45
H -5.55 -2.90 -0.06
H -6.14 -4.26 1.01
C 1.37 0.33 -5.55
O 0.86 1.66 -5.51
C 1.32 2.40 -4.38
C 2.28 3.51 -4.82
N 3.56 2.95 -5.27
C 4.42 3.93 -5.95
C 3.90 4.55 -7.26
O 3.79 3.62 -8.33
C 2.59 2.87 -8.36
H 0.84 -0.21 -6.34
H 2.44 0.33 -5.80
H 1.21 -0.19 -4.60
H 1.77 1.76 -3.61
H 0.43 2.87 -3.94
H 2.46 4.18 -3.97
H 1.79 4.08 -5.61
H 3.38 2.19 -5.91
H 5.35 3.40 -6.18
H 4.67 4.73 -5.25
H 4.64 5.29 -7.57
H 2.96 5.10 -7.12
H 1.74 3.43 -7.96
H 2.72 1.94 -7.81
H 2.37 2.61 -9.39